Entry from OMol25: an isolated molecule of C4H5BrN4O2S2 in a non-equilibrium geometry (ωB97M-V/def2-TZVPD).

Each line ends with the Löwdin charge.
Geometry (Å):
1 Br -3.449 0.514 2.265  0.51
2 S 1.783 1.423 0.418  0.47
3 S 2.394 -0.225 1.758  0.89
4 O 0.747 1.306 -0.580  -0.31
5 O 3.127 1.817 -0.090  -0.41
6 N -0.417 0.444 1.892  -0.03
7 N 1.171 -2.568 2.129  0.08
8 N 1.467 2.639 1.628  -0.10
9 N -0.216 -0.850 1.711  -0.09
10 C -0.996 -1.956 2.011  -0.07
11 C 1.079 -1.339 1.835  -0.73
12 C -1.465 1.115 2.073  -0.41
13 C -0.180 -2.960 2.372  -0.08
14 H -1.619 2.187 2.032  0.05
15 H -2.016 -1.895 2.297  0.06
16 H -0.326 -4.021 2.487  0.10
17 H 2.311 2.753 2.039  -0.01
18 H 1.333 3.491 1.023  0.09

## Properties
**Kohn-Sham gap**: 8.45 eV
**HOMO level**: -9.2881 eV
**Relative energy (zero: lowest compared OMol25 entry of this formula, charge and spin)**: 25.4 kcal per mole
**SMILES**: NS(=O)(=O)Sc1nccn1/N=C\Br

***

Entry from OMol25: a cluster of 3 separate species, C20H27BFN3O8P in total in a non-equilibrium geometry (ωB97M-V/def2-TZVPD).

Each line ends with the Löwdin charge.
Geometry (Å):
1 P -3.993 -2.472 0.445  0.89
2 F -6.660 1.715 -1.556  -0.04
3 O 5.590 1.127 -1.340  0.06
4 O -4.534 1.682 -2.375  0.07
5 O -5.956 -1.734 -2.691  -0.15
6 O -0.709 2.470 2.183  0.08
7 O -7.751 -1.974 -1.715  0.00
8 O -5.641 -2.918 0.691  -0.39
9 O 3.707 0.372 -0.591  0.07
10 O 0.930 1.066 2.306  0.06
11 N 4.925 0.436 -0.580  -0.34
12 N -6.820 -2.615 -2.139  -0.05
13 N 0.458 2.155 2.015  -0.35
14 C -4.565 -2.007 -2.330  -0.17
15 C 1.732 5.371 0.587  -0.07
16 C 4.918 -1.181 1.285  0.01
17 C 7.028 -0.294 0.489  -0.01
18 C 2.691 2.826 1.204  -0.01
19 C -5.314 1.174 -1.566  -0.32
20 C -1.137 -2.532 -2.336  -0.09
21 C 0.869 4.420 1.119  0.00
22 C 1.357 3.153 1.430  -0.14
23 C 5.597 -1.925 2.243  -0.06
24 C 7.699 -1.040 1.452  -0.07
25 C 5.639 -0.366 0.416  -0.14
26 C 0.047 -0.563 -1.181  -0.12
27 C 3.069 5.053 0.366  -0.08
28 C 3.547 3.782 0.669  -0.07
29 C -3.418 -1.631 2.057  -0.33
30 C -2.530 -0.510 -1.269  -0.17
31 C 6.984 -1.851 2.328  -0.08
32 C -1.285 -1.498 -1.089  -0.41
33 C -5.014 0.035 -0.507  -0.10
34 B -4.013 -1.168 -1.016  -0.87
35 H 1.364 6.363 0.347  0.11
36 H 5.045 -2.561 2.927  0.11
37 H 3.077 1.841 1.439  0.10
38 H -1.213 -2.019 -0.080  0.11
39 H -2.932 -2.420 2.731  0.02
40 H -4.504 -3.138 -2.088  0.09
41 H -4.353 -1.247 2.595  0.03
42 H -0.004 0.029 -2.154  0.08
43 H 3.836 -1.245 1.230  0.13
44 H -2.433 0.467 -0.661  0.11
45 H -0.170 4.679 1.287  0.12
46 H -5.669 -3.636 1.352  0.03
47 H -0.940 -1.865 -3.251  0.08
48 H -3.851 -1.869 -3.227  0.11
49 H -2.509 -0.164 -2.373  0.11
50 H 8.780 -0.987 1.522  0.11
51 H 1.005 -1.206 -1.160  0.07
52 H 3.741 5.800 -0.045  0.10
53 H -2.063 -3.180 -2.442  0.06
54 H 7.510 -2.427 3.083  0.11
55 H 4.589 3.538 0.492  0.10
56 H -4.562 0.486 0.438  0.11
57 H -6.029 -0.410 -0.186  0.10
58 H 0.058 0.202 -0.319  0.06
59 H -2.644 -0.812 1.882  0.04
60 H -0.172 -3.111 -2.152  0.07
61 H 7.596 0.334 -0.188  0.12

## Properties
**Kohn-Sham gap**: 4.37 eV
**HOMO level**: -3.6504 eV
**Total charge**: -1

***

Entry from OMol25: a structure of composition C28H15Cl2LuN4O8S5 in a non-equilibrium geometry (ωB97M-V/def2-TZVPD).

Each line ends with the Löwdin charge.
Geometry (Å):
1 Lu -0.008 1.240 -0.880  1.18
2 Cl 0.515 1.742 -3.558  0.70
3 Cl 0.219 7.032 -2.200  0.62
4 S 2.816 1.788 -0.667  0.56
5 S 2.676 2.951 3.495  0.94
6 S 0.139 4.028 -1.218  0.51
7 S 4.697 2.626 1.432  0.93
8 S 0.422 2.118 1.794  0.62
9 O -2.009 1.655 0.009  -0.24
10 O -6.204 -2.883 0.587  0.02
11 O -1.721 -0.609 -3.120  -0.18
12 O 5.245 3.331 3.905  -0.09
13 O 0.512 -0.764 -1.159  -0.38
14 O -4.746 0.976 2.939  0.02
15 O -3.760 2.556 1.856  0.08
16 O -5.180 -3.522 -1.199  0.03
17 N -4.148 1.408 1.959  -0.36
18 N -1.804 0.156 -2.101  -0.25
19 N -5.361 -2.726 -0.288  -0.37
20 N 0.955 -0.684 0.106  -0.12
21 C 2.869 -0.894 2.305  -0.03
22 C -2.778 -0.204 -1.180  -0.22
23 C 4.383 3.055 3.108  -1.07
24 C 2.068 2.420 1.924  -1.15
25 C 0.703 5.117 -5.642  -0.12
26 C 0.393 5.731 -3.349  -0.69
27 C 0.524 3.468 -3.917  -0.60
28 C 1.711 -1.641 2.108  -0.18
29 C 3.039 2.274 0.925  -1.17
30 C 2.762 -1.315 4.663  -0.10
31 C 1.673 -4.201 0.656  -0.04
32 C -4.528 -1.535 -0.232  -0.17
33 C -0.164 -3.393 -0.659  0.00
34 C -3.910 0.492 0.863  -0.08
35 C 0.557 6.092 -4.667  -0.15
36 C 1.155 -1.784 0.747  -0.20
37 C 1.096 -2.240 3.205  -0.03
38 C 1.428 -5.492 0.220  -0.10
39 C 1.617 -2.072 4.474  -0.09
40 C 0.685 3.783 -5.254  -0.14
41 C 0.376 -5.739 -0.646  -0.11
42 C 3.389 -0.730 3.577  -0.09
43 C -2.877 0.728 -0.065  -0.31
44 C -3.578 -1.336 -1.236  0.04
45 C -0.418 -4.687 -1.075  -0.07
46 C 0.358 4.407 -2.881  -0.76
47 C 0.886 -3.137 0.220  -0.14
48 C -4.721 -0.649 0.814  0.06
49 H 0.792 2.984 -5.971  0.09
50 H -3.471 -2.020 -2.063  0.11
51 H 1.117 -2.526 5.320  0.10
52 H 3.344 -0.437 1.450  0.10
53 H 0.566 7.142 -4.919  0.09
54 H 0.199 -2.826 3.054  0.12
55 H 2.056 -6.306 0.564  0.09
56 H 0.827 5.388 -6.679  0.09
57 H -0.777 -2.580 -1.022  0.10
58 H 3.164 -1.176 5.658  0.09
59 H -5.459 -0.819 1.578  0.11
60 H 4.282 -0.134 3.716  0.10
61 H 0.173 -6.747 -0.985  0.09
62 H -1.248 -4.862 -1.745  0.10
63 H 2.483 -4.017 1.349  0.11

## Properties
**Kohn-Sham gap (alpha / beta)**: 6.78 / 4.53 eV
**HOMO level (alpha / beta)**: -2.6809 / -1.6138 eV
**Total charge**: -2

***

Going through the records in order, we get E_tot values of -105993.606; -54703.650; -164461.315 eV.